Record 1
Here is a cluster of 2 separate species, C27H32BF3O3 in total in a non-equilibrium geometry from the Open Molecules 2025 dataset. Energies are from wB97M-V/def2-TZVPD.

```
66
Properties=species:S:1:pos:R:3
C 0.214 -3.131 -1.211
C -0.077 -2.084 -0.047
C 0.189 -2.791 1.287
B -1.769 -2.397 -0.259
O -2.454 -2.373 0.923
C -3.697 -1.723 0.605
C -4.761 -2.800 0.795
C -3.928 -0.631 1.632
C -3.496 -1.236 -0.907
C -4.695 -1.431 -1.807
C -3.042 0.212 -0.980
O -2.428 -2.071 -1.413
C 0.918 -1.006 -0.317
C 2.046 -0.905 0.525
C 3.313 -0.756 -0.037
C 3.415 -0.373 -1.370
C 2.262 -0.135 -2.121
C 1.015 -0.456 -1.605
H -0.006 -2.692 -2.193
H 1.277 -3.402 -1.196
H -0.387 -4.045 -1.081
H 0.002 -2.131 2.139
H -0.433 -3.687 1.398
H 1.230 -3.135 1.339
H -5.775 -2.394 0.705
H -4.629 -3.617 0.074
H -4.639 -3.199 1.809
H -4.860 -0.105 1.402
H -4.043 -1.092 2.618
H -3.110 0.097 1.695
H -5.525 -0.793 -1.481
H -4.433 -1.160 -2.836
H -5.017 -2.476 -1.784
H -3.852 0.886 -0.671
H -2.155 0.402 -0.358
H -2.769 0.476 -2.011
H 1.961 -1.055 1.600
H 4.208 -0.892 0.579
H 4.404 -0.212 -1.805
H 2.346 0.275 -3.133
H 0.114 -0.382 -2.210
C -2.001 3.424 -0.619
C -1.079 2.569 0.109
C -1.185 1.958 1.340
C 0.094 1.400 1.629
C 0.939 1.727 0.574
C 2.326 2.081 0.576
C 3.105 1.907 1.747
C 4.464 2.143 1.707
C 5.048 2.477 0.485
C 6.532 2.387 0.363
F 6.923 2.152 -0.929
F 7.163 3.527 0.782
F 7.026 1.349 1.115
C 4.284 2.839 -0.613
C 2.916 2.653 -0.572
O 0.173 2.392 -0.392
H -2.525 4.066 0.099
H -1.478 4.029 -1.365
H -2.754 2.819 -1.135
H -2.054 1.987 1.983
H 0.384 0.863 2.534
H 2.628 1.551 2.666
H 5.077 2.018 2.589
H 4.754 3.226 -1.516
H 2.306 2.874 -1.448
```

Its HOMO energy is -7.32 eV. The structure (SMILES) is CC(C)(B1OC(C)(C)C(C)(C)O1)c1ccccc1.Cc1ccc(-c2ccc(C(F)(F)F)cc2)o1. Its net charge is 0. The value obtained for the total energy is -43490.223 eV. Its lowest unoccupied orbital energy is 0.27 eV.

Record 2
Here is a structure of composition C27H32BrCl2KNO7S in a non-equilibrium geometry from the Open Molecules 2025 dataset. Energies are from wB97M-V/def2-TZVPD.

```
72
Properties=species:S:1:pos:R:3
C 0.134 -3.030 0.975
C -0.382 -2.748 -0.497
O 0.329 -3.049 -1.432
N -1.701 -2.173 -0.591
C -2.627 -3.220 -0.015
C -2.080 -1.853 -1.984
C -1.463 -0.500 -2.525
C -2.505 0.661 -2.791
C -2.220 2.019 -1.964
C -1.829 1.798 -0.476
C -2.866 1.698 0.584
C -4.352 1.863 0.222
Cl -5.022 3.550 0.290
C -5.214 0.873 -0.139
C -4.760 -0.613 -0.179
Cl -6.913 1.250 -0.555
C -2.505 1.449 2.009
C -3.720 1.331 3.019
C -1.087 1.289 2.443
C -0.731 0.985 3.926
C -1.346 1.980 4.977
O -1.572 1.548 6.068
Br -1.808 3.853 4.621
C -0.059 1.432 1.382
C -0.428 1.680 -0.038
C 0.737 1.822 -1.083
O 0.711 2.589 -2.029
C 1.981 0.913 -0.782
C 2.334 0.700 0.515
C 3.617 -0.177 0.829
C 4.851 0.282 -0.079
C 4.946 -0.556 -1.444
C 6.213 -1.489 -1.538
S 7.674 -0.409 -1.861
O 7.308 0.916 -2.351
O 8.475 -1.102 -2.870
O 8.477 -0.260 -0.434
C 1.480 1.332 1.680
O 2.009 1.729 2.689
H -0.044 -2.164 1.665
H -0.390 -3.921 1.433
H 1.231 -3.274 0.983
H -2.222 -4.249 -0.207
H -3.654 -3.161 -0.461
H -2.682 -3.091 1.106
H -1.822 -2.735 -2.647
H -3.203 -1.750 -2.067
H -0.985 -0.759 -3.517
H -0.619 -0.224 -1.841
H -3.569 0.298 -2.686
H -2.408 0.934 -3.913
H -3.231 2.594 -1.942
H -1.493 2.684 -2.537
H -5.061 -1.143 0.760
H -5.152 -1.128 -1.104
H -3.641 -0.635 -0.245
H -4.581 0.782 2.567
H -3.348 0.722 3.887
H -3.953 2.374 3.349
H -1.165 -0.033 4.159
H 0.364 0.910 4.144
H 2.499 0.499 -1.677
H 3.383 -1.268 0.711
H 3.916 0.096 1.882
H 5.837 0.146 0.445
H 4.765 1.390 -0.276
H 4.886 0.172 -2.306
H 3.979 -1.144 -1.499
H 6.062 -2.143 -2.444
H 6.302 -2.088 -0.593
H 7.894 -0.446 0.326
K -1.983 3.393 -4.026
```

Its HOMO energy is -12.05 eV. Its net charge is +1. The value obtained for the total energy is -166577.464 eV. Its lowest unoccupied orbital energy is -3.81 eV.

Record 3
Here is a structure of composition C27H32Cl2N2O4V in a non-equilibrium geometry from the Open Molecules 2025 dataset. Energies are from wB97M-V/def2-TZVPD.

```
68
Properties=species:S:1:pos:R:3
V 0.417 -0.065 -0.578
Cl 2.282 -0.109 -1.617
N 0.519 1.996 -0.287
N 0.450 -2.129 -0.264
C -0.003 2.793 -1.185
C -0.066 -2.920 -1.170
C 1.495 2.842 0.523
C 1.777 3.978 -0.458
C 2.728 2.063 0.901
C 0.727 3.347 1.732
H 3.191 1.663 -0.002
H 2.505 1.266 1.620
H 3.381 2.792 1.376
H -0.144 3.916 1.391
H 1.409 3.965 2.309
H 0.405 2.484 2.318
C 1.386 -2.992 0.578
C 1.657 -4.149 -0.382
C 0.578 -3.453 1.778
C 2.636 -2.248 0.966
H 3.119 -1.861 0.066
H 3.264 -2.995 1.446
H 2.426 -1.443 1.682
H -0.301 -4.002 1.425
H 0.272 -2.571 2.345
H 1.227 -4.087 2.374
O 0.504 -4.114 -1.316
H 1.706 -5.156 0.091
H 2.557 -3.965 -1.004
O 0.594 3.968 -1.361
H 2.652 3.753 -1.102
H 1.872 4.989 0.000
C -1.165 2.458 -2.067
C -1.191 -2.570 -2.096
C -1.026 -1.276 -2.846
H -2.101 -2.494 -1.464
H -1.296 -3.389 -2.806
C -1.093 -0.055 -2.082
C -1.019 1.172 -2.834
H -1.205 -0.051 -0.703
C -1.276 1.171 -4.225
C -1.419 -0.040 -4.922
C -1.556 2.449 -4.977
C -1.283 -1.259 -4.237
H -1.662 -0.034 -6.004
C -1.572 -2.528 -5.001
H -1.700 -2.275 -6.060
H -2.499 -3.025 -4.672
H -0.738 -3.231 -4.911
H -2.481 2.946 -4.646
H -1.680 2.207 -6.038
H -0.719 3.148 -4.875
H -1.300 3.285 -2.762
H -2.049 2.368 -1.398
Cl -3.203 0.639 7.680
C -2.180 0.444 6.283
C -0.806 0.246 6.491
C 0.001 0.092 5.378
C -0.562 0.153 4.109
C -1.942 0.333 3.901
C -2.776 0.492 5.001
C 0.413 -0.001 2.910
O 1.630 -0.084 3.124
O -0.251 -0.017 1.830
H -0.397 0.219 7.486
H 1.059 -0.050 5.429
H -2.334 0.358 2.899
H -3.841 0.644 4.909
```

Its HOMO energy (alpha / beta) is -3.19 / -1.60 eV. As for the energy relative to the best compared isomer or geometry (same formula, charge and spin): 0.0 kcal per mole. Its net charge is -1. The spin multiplicity is 3. The value obtained for the total energy is -90423.407 eV. Its lowest unoccupied orbital energy (alpha / beta) is 2.67 / 2.69 eV.

Record 4
Here is a structure of composition C27H32ClEuN3O5S in a non-equilibrium geometry from the Open Molecules 2025 dataset. Energies are from wB97M-V/def2-TZVPD.

```
70
Properties=species:S:1:pos:R:3
Eu -1.785 0.013 -0.016
Cl -3.597 -0.878 1.663
N -0.506 2.305 -0.464
N -0.621 -2.285 -0.478
C -0.902 2.928 -1.539
C -1.086 -2.888 -1.538
C 0.734 2.990 0.029
C 0.951 4.088 -1.008
C 1.898 2.016 0.055
C 0.485 3.572 1.413
H 2.060 1.603 -0.949
H 1.715 1.198 0.766
H 2.807 2.547 0.372
H -0.241 4.391 1.342
H 1.426 3.966 1.819
H 0.097 2.805 2.093
C 0.546 -3.075 0.018
C 0.601 -4.255 -0.948
C 0.297 -3.538 1.444
C 1.804 -2.230 -0.052
H 1.984 -1.909 -1.087
H 2.661 -2.821 0.300
H 1.700 -1.354 0.602
H -0.651 -4.087 1.493
H 0.266 -2.682 2.127
H 1.118 -4.197 1.755
O -0.460 -3.996 -1.922
H 0.371 -5.217 -0.475
H 1.539 -4.334 -1.510
O -0.158 3.950 -1.949
H 1.875 3.970 -1.587
H 0.901 5.103 -0.598
C -2.081 2.547 -2.377
C -2.229 -2.403 -2.373
C -1.785 -1.148 -3.073
H -3.059 -2.191 -1.676
H -2.531 -3.199 -3.062
C -1.968 0.069 -2.471
C -1.721 1.271 -3.079
H -1.818 -0.027 2.526
C -1.051 1.259 -4.328
C -0.746 0.030 -4.910
C -0.691 2.543 -5.000
C -1.104 -1.180 -4.315
H -0.224 0.013 -5.870
C -0.790 -2.483 -4.972
H -0.095 -2.327 -5.804
H -1.694 -2.956 -5.377
H -0.338 -3.192 -4.268
H -1.583 3.050 -5.393
H -0.018 2.354 -5.842
H -0.200 3.238 -4.308
H -2.320 3.369 -3.059
H -2.927 2.389 -1.686
O -0.970 0.424 2.262
C 0.114 0.057 2.988
N 1.227 -0.219 2.367
S 2.491 -0.495 3.469
O 2.866 -1.888 3.429
O 3.497 0.523 3.315
C 1.455 -0.157 4.845
C 1.837 -0.049 6.176
C 0.857 0.315 7.112
C -0.467 0.563 6.703
C -0.843 0.452 5.363
C 0.148 0.085 4.432
H 2.872 -0.237 6.452
H 1.130 0.414 8.163
H -1.207 0.851 7.449
H -1.861 0.638 5.020
```

Its HOMO energy (alpha / beta) is -2.12 / -2.27 eV. Its net charge is -1. The spin multiplicity is 7. The value obtained for the total energy is -85913.450 eV. Its lowest unoccupied orbital energy (alpha / beta) is 2.45 / 2.49 eV.